ORCA calculation (the ωB97M-V functional and the def2-TZVPD basis) on C2H6MnN2O12S2 as an isolated structure at a distorted geometry.

Calculated values
* E_HOMO (spin up / spin down): -0.0445 / -0.0443 Ha
* spin multiplicity: 6
* net charge: -2
* frontier orbital gap (spin up / spin down): 4.622 / 4.610 eV

Atoms and positions in Å:
Mn1 1.00 1.40 -0.55
S1 -1.73 3.47 -0.05
O1 -1.70 4.77 0.61
O2 -0.89 3.29 -1.17
O3 -1.16 2.38 0.74
O4 -3.20 3.42 -0.20
S2 4.29 1.31 -0.81
O5 3.31 0.42 -1.34
O6 3.55 2.21 0.01
O7 5.43 0.77 -0.10
O8 4.99 2.01 -1.87
C1 -0.52 -1.80 3.54
N1 0.37 -0.66 3.30
O9 0.38 0.21 4.16
O10 0.93 -0.59 2.22
H1 -0.40 -2.09 4.58
H2 -0.21 -2.56 2.82
H3 -1.52 -1.44 3.34
C2 -2.17 -2.58 -3.29
N2 -1.38 -2.09 -2.16
O11 -1.42 -2.78 -1.15
O12 -0.78 -1.02 -2.22
H4 -2.01 -3.66 -3.28
H5 -1.97 -2.06 -4.22
H6 -3.17 -2.33 -2.92

***

ORCA calculation (the ωB97M-V functional and the def2-TZVPD basis) on an isolated ion of composition C2H6N and charge -1.

Calculated values
* E_HOMO: -0.0306 Ha
* ΔE to the lowest compared entry with this formula, charge and spin: 0.000 eV
* net charge: -1
* frontier orbital gap: 6.030 eV

Atoms and positions in Å:
C1 0.95 -0.15 0.14
C2 -0.46 0.43 -0.18
N1 -1.55 -0.13 0.58
H1 0.83 -0.94 0.88
H2 1.66 0.60 0.50
H3 1.40 -0.60 -0.76
H4 -0.44 1.51 0.00
H5 -0.61 0.30 -1.27
H6 -1.77 -1.02 0.12

***

ORCA calculation (the ωB97M-V functional and the def2-TZVPD basis) on an isolated ion of composition C2H6N and charge +1 at a distorted geometry.

Calculated values
* E_HOMO: -0.6663 Ha
* ΔE to the lowest compared entry with this formula, charge and spin: 0.146 eV
* net charge: +1
* SMILES: C=[NH+]C
* frontier orbital gap: 12.546 eV

Atoms and positions in Å:
C1 -0.26 -0.68 -1.13
N1 -0.12 -0.48 0.11
C2 0.31 0.73 0.78
H1 0.11 -0.04 -1.92
H2 -0.74 -1.61 -1.40
H3 -0.39 -1.24 0.73
H4 0.60 1.47 0.03
H5 1.04 0.61 1.57
H6 -0.56 1.24 1.22

***

ORCA calculation (the ωB97M-V functional and the def2-TZVPD basis) on a 2-piece molecular cluster, C2H6N overall at a distorted geometry.

Calculated values
* E_HOMO: -0.5807 Ha
* ΔE to the lowest compared entry with this formula, charge and spin: 6.521 eV
* net charge: +1
* frontier orbital gap: 6.168 eV

Atoms and positions in Å:
C1 -0.49 -0.38 0.26
C2 -0.60 0.61 1.22
N1 0.99 -0.50 -1.23
H1 -1.02 -0.20 -0.68
H2 -1.32 1.43 1.11
H3 -0.10 0.69 2.18
H4 -0.10 -1.38 0.33
H5 1.26 -0.67 -2.22
H6 1.39 0.40 -0.97

***

ORCA calculation (the ωB97M-V functional and the def2-TZVPD basis) on C2H6N2 as an isolated structure at a distorted geometry.

Calculated values
* E_HOMO (spin up / spin down): 0.0100 / -0.1207 Ha
* spin multiplicity: 2
* ΔE to the lowest compared entry with this formula, charge and spin: 1.639 eV
* net charge: -1
* frontier orbital gap (spin up / spin down): 4.998 / 8.193 eV

Atoms and positions in Å:
C1 -0.13 1.25 -0.09
N1 -0.55 -1.00 -0.94
C2 0.15 -0.22 0.13
N2 0.65 -0.56 1.30
H1 -0.01 1.49 -1.14
H2 0.46 1.82 0.62
H3 -1.20 1.43 0.16
H4 0.71 -0.68 -0.92
H5 -0.61 -1.99 -0.67
H6 0.53 -1.54 1.56

***

ORCA calculation (the ωB97M-V functional and the def2-TZVPD basis) on a 2-piece molecular cluster, C2H6N2 overall at a distorted geometry.

Calculated values
* E_HOMO: -0.3664 Ha
* ΔE to the lowest compared entry with this formula, charge and spin: 2.456 eV
* SMILES: C=N.C=N
* frontier orbital gap: 11.024 eV

Atoms and positions in Å:
C1 -1.12 2.53 -2.32
N1 -1.08 3.70 -1.86
H1 -1.39 1.69 -1.69
H2 -1.09 2.17 -3.37
H3 -0.98 4.42 -2.57
C2 0.68 -2.80 2.44
N2 1.65 -3.32 1.84
H4 0.62 -1.80 2.85
H5 -0.23 -3.38 2.68
H6 1.51 -4.28 1.52

***

ORCA calculation (the ωB97M-V functional and the def2-TZVPD basis) on one molecule with the formula C2H6N2 at a distorted geometry.

Calculated values
* E_HOMO: -0.3327 Ha
* ΔE to the lowest compared entry with this formula, charge and spin: 0.783 eV
* SMILES: [H]/N=C(/C)N
* frontier orbital gap: 10.003 eV

Atoms and positions in Å:
H1 -1.68 1.48 -0.01
N1 -0.60 1.47 0.03
C1 -0.20 0.26 0.02
C2 1.30 -0.02 0.02
N2 -1.09 -0.78 0.05
H2 1.84 0.35 0.90
H3 1.49 -1.11 -0.17
H4 1.62 0.65 -0.76
H5 -0.59 -1.69 -0.03
H6 -2.09 -0.63 -0.03

***

ORCA calculation (the ωB97M-V functional and the def2-TZVPD basis) on one molecule with the formula C2H6N2 at a distorted geometry.

Calculated values
* E_HOMO (spin up / spin down): -0.2257 / -0.2390 Ha
* ΔE to the lowest compared entry with this formula, charge and spin: 5.646 eV
* frontier orbital gap (spin up / spin down): 6.912 / 7.322 eV

Atoms and positions in Å:
C1 0.89 -0.89 -0.51
C2 -1.25 0.52 -0.37
N1 0.90 0.03 0.44
N2 -0.26 0.60 0.61
H1 0.10 -1.06 -1.21
H2 1.73 -1.49 -0.49
H3 -2.09 1.13 -0.24
H4 -1.44 -0.46 -0.50
H5 1.71 0.45 0.84
H6 -0.30 1.16 1.45